{"formula": "C20H21N3O3STi", "method": "ωB97M-V/def2-TZVPD", "multiplicity": 3, "e_above_lowest_kj_mol": 10.8, "s_squared": 2.0162, "homo_ev": [-4.944, -8.367], "elements": ["Ti", "S", "O", "O", "O", "N", "N", "N", "C", "C", "C", "C", "C", "C", "C", "C", "C", "C", "C", "C", "C", "C", "C", "C", "C", "C", "C", "C", "H", "H", "H", "H", "H", "H", "H", "H", "H", "H", "H", "H", "H", "H", "H", "H", "H", "H", "H", "H", "H"], "coordinates": [[-0.956, 0.147, 0.076], [1.109, 0.157, 3.046], [1.156, 1.566, 3.335], [-1.794, -1.290, 1.235], [2.302, -0.554, 2.658], [-0.037, -0.094, 1.835], [0.846, 0.916, -0.928], [0.231, -1.666, -0.564], [2.149, -3.698, -0.694], [0.083, -0.760, 4.198], [0.871, -3.946, -0.187], [-1.072, -1.231, 3.594], [2.431, -2.432, -1.176], [-1.978, -1.973, 5.691], [-0.802, -1.527, 6.315], [-2.119, -1.840, 4.316], [1.476, -1.406, -1.055], [-3.778, -0.131, 0.018], [1.232, 2.216, -1.002], [2.402, 2.612, -1.656], [2.873, 0.321, -2.126], [-1.051, -0.901, 2.219], [0.197, -0.872, 5.579], [-0.095, -2.933, -0.231], [3.236, 1.653, -2.252], [-1.395, 2.064, 0.718], [1.731, -0.017, -1.391], [-3.652, 0.833, -1.153], [-3.696, 0.355, 1.022], [1.076, -0.460, 6.057], [0.566, 2.928, -0.525], [3.472, -0.477, -2.553], [2.649, 3.676, -1.704], [-1.715, 2.565, -0.223], [3.400, -2.200, -1.613], [-3.526, 1.875, -0.861], [-2.204, 2.167, 1.455], [-3.121, -1.007, -0.115], [-2.985, -2.217, 3.778], [4.163, 1.920, -2.767], [-1.155, -3.110, 0.004], [-2.905, 0.515, -1.880], [-2.740, -2.459, 6.300], [0.575, -4.910, 0.210], [-0.669, -1.676, 7.384], [-4.628, 0.741, -1.653], [2.903, -4.477, -0.704], [-4.802, -0.548, -0.002], [-0.527, 2.578, 1.145]]}